# 1
2 unconnected molecules or ions with the total composition C3H10O2 at a distorted geometry. Source: the OMol25 dataset; level of theory: wB97M-V/def2-TZVPD.

Properties
**Energy above the lowest of the compared OMol25 structures with the same formula, charge and spin**: 0.5095 eV
**Kohn-Sham gap**: 10.964 eV
**Spin multiplicity**: 1

Atoms and positions in Å:
C 0.84 0.98 0.20
C 0.12 -0.20 -0.52
C 0.76 -1.49 -0.03
O 0.42 0.00 -1.89
H 1.91 0.75 0.26
H 0.34 1.24 1.13
H 0.84 1.85 -0.46
H -0.96 -0.02 -0.39
H 0.97 -1.40 1.04
H 1.67 -1.57 -0.62
H 0.12 -2.35 -0.25
H -0.16 -0.32 -2.56
O -2.40 0.54 1.61
H -2.79 0.80 0.77
H -1.69 1.20 1.71

***

# 2
2 unconnected molecules or ions with the total composition C5H13N3O. Source: the OMol25 dataset; level of theory: wB97M-V/def2-TZVPD.

Properties
**Energy above the lowest of the compared OMol25 structures with the same formula, charge and spin**: 3.9484 eV
**Kohn-Sham gap**: 8.878 eV
**Spin multiplicity**: 1

Atoms and positions in Å:
C 1.59 0.48 -1.38
C 1.00 -0.23 -0.42
N 0.05 -1.21 -0.62
N -0.61 -1.20 -1.86
N -0.76 -1.68 0.43
C -0.02 -2.31 1.50
H 2.41 1.14 -1.16
H 1.28 0.39 -2.41
H 1.32 -0.16 0.61
H -1.46 -0.63 -1.82
H -0.87 -2.15 -2.09
H -1.35 -0.93 0.81
H 0.67 -3.03 1.07
H -0.74 -2.84 2.13
H 0.54 -1.61 2.14
C 0.02 2.69 0.65
C -1.00 1.72 0.17
O -1.61 0.95 0.87
H -0.42 3.69 0.58
H 0.89 2.67 0.01
H 0.29 2.50 1.69
H -1.20 1.78 -0.91

***

# 3
2 unconnected molecules or ions with the total composition C26H37N2O2 at a distorted geometry. Source: the OMol25 dataset; level of theory: wB97M-V/def2-TZVPD.

Properties
**Total charge**: +1
**Energy above the lowest of the compared OMol25 structures with the same formula, charge and spin**: 1.1710 eV
**Kohn-Sham gap**: 5.394 eV
**Spin multiplicity**: 1

Atoms and positions in Å:
C -4.98 -0.53 -0.37
O -3.97 0.40 0.07
C -3.72 0.30 1.38
O -4.25 -0.55 2.09
C -2.75 1.34 1.88
C -3.59 2.45 2.56
C -3.74 1.97 3.99
C -2.56 1.01 4.24
N -1.99 0.73 2.93
C -0.99 -0.17 2.75
C -0.59 -0.65 1.47
C 0.28 -1.87 1.39
C 0.46 -2.66 2.70
C 0.68 -1.73 3.89
C -0.45 -0.70 4.05
H -5.03 -0.38 -1.45
H -4.68 -1.55 -0.11
H -5.93 -0.29 0.12
H -2.13 1.68 1.04
H -3.02 3.38 2.51
H -4.54 2.60 2.05
H -3.73 2.79 4.71
H -4.67 1.42 4.11
H -1.82 1.48 4.91
H -2.92 0.10 4.75
H -1.32 -0.40 0.70
H -0.10 -2.56 0.63
H 1.28 -1.58 1.06
H -0.43 -3.27 2.86
H 1.31 -3.34 2.60
H 0.74 -2.31 4.81
H 1.64 -1.20 3.78
H -0.11 0.12 4.70
H -1.27 -1.21 4.58
C 5.66 2.28 -3.80
C 5.89 2.07 -2.31
C 4.59 2.08 -1.53
N 3.51 1.28 -2.12
C 2.52 0.92 -1.29
C 1.32 0.32 -1.71
C 0.39 -0.34 -0.88
C -0.47 -1.32 -1.52
C -1.71 -1.85 -1.05
C -2.57 -2.59 -1.85
C -2.22 -2.89 -3.17
C -0.96 -2.50 -3.64
C -0.09 -1.79 -2.82
C 3.39 1.10 -3.56
C 4.69 1.23 -4.35
H 5.27 3.29 -3.98
H 6.61 2.19 -4.33
H 6.40 1.11 -2.15
H 6.53 2.85 -1.90
H 4.76 1.69 -0.51
H 4.25 3.13 -1.42
H 2.70 1.09 -0.23
H 1.10 0.43 -2.78
H 0.33 0.11 0.13
H -2.03 -1.71 -0.02
H -3.52 -2.92 -1.43
H -2.91 -3.43 -3.81
H -0.65 -2.75 -4.66
H 0.90 -1.55 -3.21
H 2.97 0.10 -3.75
H 2.65 1.82 -3.97
H 4.43 1.48 -5.38
H 5.19 0.26 -4.37

***

# 4
2 unconnected molecules or ions with the total composition H6N2. Source: the OMol25 dataset; level of theory: wB97M-V/def2-TZVPD.

Properties
**Energy above the lowest of the compared OMol25 structures with the same formula, charge and spin**: 0.1340 eV
**Kohn-Sham gap**: 10.772 eV
**Spin multiplicity**: 1

Atoms and positions in Å:
N 0.37 0.89 -0.92
H 1.02 1.61 -0.59
H -0.35 0.79 -0.20
H -0.09 1.26 -1.75
N -0.18 -1.39 0.98
H 0.34 -0.65 1.46
H -1.17 -1.15 1.04
H 0.07 -1.34 -0.01

***

# 5
A molecular structure, C7H8N2 at a distorted geometry. Source: the OMol25 dataset; level of theory: wB97M-V/def2-TZVPD.

Properties
**Energy above the lowest of the compared OMol25 structures with the same formula, charge and spin**: 3.5574 eV
**Kohn-Sham gap**: 7.405 eV
**Spin multiplicity**: 1

Atoms and positions in Å:
C -2.80 -0.12 -0.97
C -1.75 0.14 -1.83
C -0.30 0.26 -1.60
C 0.49 0.18 -0.46
C 2.01 0.26 -0.39
C 2.40 -0.08 0.93
C 0.06 -0.11 0.90
H -2.65 -0.37 0.09
H -3.72 -0.34 -1.42
H -2.27 0.15 -2.84
H 0.31 0.50 -2.52
H 2.67 0.42 -1.27
H 3.48 0.10 1.26
H 1.10 0.61 2.80
H -0.89 -0.51 2.40
N 1.27 -0.21 1.72
N -1.08 -0.33 1.42

***

# 6
A molecular structure, C46H49As2N7P2SSe2Tl at a distorted geometry. Source: the OMol25 dataset; level of theory: wB97M-V/def2-TZVPD.

Properties
**Total charge**: -1
**Energy above the lowest of the compared OMol25 structures with the same formula, charge and spin**: 3.5294 eV
**Kohn-Sham gap**: 7.077 eV
**Spin multiplicity**: 1

Atoms and positions in Å:
Tl -20.36 -3.50 13.01
C -24.50 -4.26 18.34
C -24.10 -4.05 16.80
N -23.33 -5.12 16.33
C -22.72 -5.12 15.09
S -23.10 -3.97 13.87
N -21.93 -6.19 14.94
N -21.14 -6.09 13.83
C -20.34 -7.00 13.48
C -20.23 -8.31 14.16
C -19.58 -6.81 12.20
C -19.35 -7.94 11.39
C -18.66 -7.74 10.22
C -18.12 -6.51 9.94
C -18.43 -5.48 10.78
N -19.19 -5.64 11.88
H -25.54 -4.17 18.64
H -23.91 -3.68 19.09
H -24.19 -5.28 18.63
H -23.72 -3.01 16.68
H -25.03 -3.98 16.24
H -22.89 -5.83 16.91
H -21.24 -8.78 14.30
H -19.83 -8.30 15.15
H -19.54 -9.00 13.65
H -19.69 -8.94 11.67
H -18.43 -8.47 9.48
H -17.44 -6.35 9.10
H -18.10 -4.38 10.64
C -20.28 -1.93 19.09
As -19.04 -3.20 18.43
C -20.31 -4.39 17.49
C -18.43 -2.22 16.84
C -18.87 -0.91 16.55
C -18.35 -0.17 15.44
C -17.34 -0.70 14.73
C -16.89 -1.98 15.03
C -17.40 -2.71 16.05
As -16.67 -4.52 16.39
C -17.02 -5.43 14.65
C -14.80 -3.99 16.09
H -21.17 -1.79 18.53
H -19.82 -1.04 19.41
H -20.63 -2.34 20.05
H -20.75 -4.00 16.56
H -21.12 -4.59 18.15
H -19.79 -5.29 17.08
H -19.58 -0.45 17.16
H -18.66 0.86 15.31
H -16.92 -0.08 13.93
H -16.19 -2.38 14.25
H -16.08 -5.60 14.19
H -17.66 -4.94 13.91
H -17.41 -6.44 14.86
H -14.16 -4.78 16.48
H -14.67 -3.29 16.91
H -14.54 -3.65 15.13
Se -22.75 -0.99 5.66
P -22.70 -2.37 7.30
C -24.10 -1.87 8.49
C -24.50 -0.58 8.45
C -25.50 -0.17 9.37
C -26.09 -1.13 10.22
C -25.74 -2.39 10.18
C -24.73 -2.84 9.32
C -23.09 -4.06 6.78
C -22.48 -5.10 7.47
C -22.54 -6.43 7.09
C -23.33 -6.68 5.95
C -24.12 -5.73 5.32
C -24.00 -4.42 5.74
C -21.24 -2.55 8.41
C -19.84 -2.82 8.39
N -19.51 -2.96 9.66
N -20.56 -2.95 10.41
N -21.63 -2.74 9.70
P -18.58 -3.02 7.14
Se -16.73 -3.80 7.89
C -19.30 -4.12 5.85
C -19.14 -5.51 5.97
C -19.72 -6.46 5.10
C -20.41 -5.93 3.99
C -20.56 -4.58 3.82
C -20.00 -3.71 4.73
C -18.40 -1.47 6.26
C -17.37 -1.44 5.30
C -16.99 -0.19 4.81
C -17.67 0.95 5.22
C -18.72 0.90 6.15
C -19.04 -0.34 6.78
H -24.05 0.04 7.70
H -25.90 0.88 9.40
H -26.77 -0.75 10.89
H -26.22 -2.98 10.99
H -24.27 -3.82 9.42
H -21.81 -4.94 8.31
H -21.89 -7.24 7.45
H -23.45 -7.68 5.62
H -24.81 -6.03 4.53
H -24.51 -3.58 5.19
H -18.54 -5.90 6.92
H -19.59 -7.57 5.39
H -20.89 -6.59 3.34
H -21.08 -4.17 2.95
H -20.25 -2.62 4.49
H -16.89 -2.35 4.94
H -16.15 -0.05 4.14
H -17.45 1.85 4.74
H -19.30 1.79 6.41
H -19.71 -0.31 7.63

***

# 7
10 unconnected molecules or ions with the total composition C18H37F2N8O15 at a distorted geometry. Source: the OMol25 dataset; level of theory: wB97M-V/def2-TZVPD.

Properties
**Total charge**: -3
**Kohn-Sham gap**: 4.988 eV
**Spin multiplicity**: 1

Atoms and positions in Å:
O -1.53 0.34 -0.33
H -0.75 0.13 0.19
H -2.34 0.48 0.17
H -1.72 -0.41 -0.91
C 3.10 -0.30 4.27
C 2.52 0.82 4.83
C 1.27 1.55 4.24
O 0.71 2.62 4.82
C 0.64 1.07 3.10
C 1.24 -0.04 2.37
C 2.48 -0.81 3.05
O 2.92 -1.85 2.55
O 0.83 -0.29 1.24
O 3.10 1.28 5.86
H 3.85 -0.91 4.74
H -0.29 1.50 2.76
F -4.05 0.96 0.56
F -2.09 -1.52 -2.10
C 5.35 0.24 -2.25
C 4.88 1.21 -3.41
O 3.57 1.62 -3.25
C 2.50 0.99 -3.76
O 2.48 -0.19 -4.21
O 1.38 1.71 -3.41
C 0.15 1.13 -3.95
H 6.14 -0.46 -2.52
H 4.56 -0.47 -2.00
H 5.60 0.68 -1.29
H 4.96 0.65 -4.34
H 5.60 2.03 -3.50
H -0.54 0.90 -3.14
H 0.18 0.32 -4.67
H -0.51 1.84 -4.45
C 2.94 2.38 -0.18
C 2.22 3.55 0.45
O 1.45 4.34 -0.57
C 0.18 4.70 -0.42
O -0.59 5.19 -1.27
O -0.21 4.40 0.83
C -1.68 4.32 1.03
H 3.26 1.68 0.59
H 3.71 2.86 -0.78
H 2.16 1.90 -0.78
H 3.03 4.23 0.69
H 1.61 3.21 1.29
H -2.03 3.29 1.00
H -2.32 4.86 0.33
H -1.82 4.70 2.04
C 0.12 -4.17 0.91
O -0.20 -5.17 0.40
N 0.77 -4.00 1.96
N -0.05 -2.99 0.33
H 1.15 -3.10 2.18
H 1.10 -4.83 2.43
H 0.41 -2.11 0.53
H -0.57 -3.08 -0.53
C -3.28 -0.22 3.81
O -2.88 -0.39 4.89
N -4.34 -0.71 3.29
N -2.70 0.63 3.04
H -4.58 -0.36 2.37
H -4.79 -1.26 4.01
H -3.13 0.71 2.14
H -1.75 0.73 3.39
C 0.26 -3.48 -3.99
O 0.93 -4.10 -4.86
N -0.96 -3.87 -3.56
N 0.46 -2.36 -3.45
H -1.51 -3.21 -3.03
H -1.46 -4.63 -4.01
H -0.38 -2.04 -2.98
H 1.25 -1.78 -3.72
C -5.28 -2.53 0.04
O -5.13 -3.76 0.02
N -6.31 -1.78 0.27
N -4.25 -1.93 -0.44
H -6.37 -0.85 -0.11
H -7.12 -2.37 0.14
H -3.45 -2.46 -0.74
H -4.08 -0.95 -0.25

***

# 8
7 unconnected molecules or ions with the total composition C6H25NO7 at a distorted geometry. Source: the OMol25 dataset; level of theory: wB97M-V/def2-TZVPD.

Properties
**Energy above the lowest of the compared OMol25 structures with the same formula, charge and spin**: 3.9424 eV
**Kohn-Sham gap**: 9.975 eV
**Spin multiplicity**: 1

Atoms and positions in Å:
C 0.06 0.57 1.70
C -0.09 -0.59 0.82
O -0.94 -1.41 1.04
N 0.56 -0.59 -0.33
C -0.14 -1.40 -1.46
C 1.81 0.07 -0.65
C 3.00 -0.93 -0.61
C 1.76 0.88 -2.01
H 1.12 0.93 1.61
H -0.14 0.35 2.74
H -0.70 1.28 1.28
H -0.88 -2.29 -1.25
H 0.66 -1.69 -2.14
H -0.88 -0.93 -2.03
H 1.89 0.87 0.15
H 3.31 -1.21 0.53
H 2.80 -1.86 -1.07
H 3.90 -0.59 -1.16
H 2.25 1.87 -1.94
H 2.54 0.36 -2.71
H 0.82 1.01 -2.48
O -2.56 2.21 -0.03
H -2.36 1.40 -0.32
H -2.23 2.31 0.96
O 1.47 2.93 0.13
H 1.52 3.89 0.35
H 0.96 2.92 -0.63
O -3.48 -1.11 -0.37
H -4.08 -1.65 -0.85
H -3.16 -1.66 0.22
O -1.49 -2.22 3.61
H -1.23 -1.51 4.28
H -1.66 -1.84 2.75
O -1.63 3.71 -1.92
H -1.62 2.95 -2.46
H -1.92 3.23 -1.13
O 0.49 -3.79 1.80
H -0.26 -3.40 2.39
H 0.51 -3.05 1.20

***

# 9
A molecular structure, C18H35N2NdS at a distorted geometry. Source: the OMol25 dataset; level of theory: wB97M-V/def2-TZVPD.

Properties
**Total charge**: +2
**Energy above the lowest of the compared OMol25 structures with the same formula, charge and spin**: 2.1470 eV
**Kohn-Sham gap (spin up / spin down)**: 6.480 / 6.413 eV
**Spin multiplicity**: 4
**Expectation value of S²**: 3.76

Atoms and positions in Å:
C 1.48 1.96 -2.02
H 2.38 2.56 -1.99
H 1.59 1.23 -2.85
H 1.68 1.26 -0.72
C 0.26 2.89 -2.16
H -0.64 2.37 -2.58
H -0.03 3.27 -1.17
C 0.55 4.09 -3.09
H -0.32 4.75 -3.14
H 1.40 4.67 -2.72
H 0.78 3.74 -4.10
C -0.95 -1.89 -1.45
C -1.60 -1.06 -2.41
C -0.62 -0.62 -3.35
C 0.64 -1.18 -2.97
C 0.43 -1.97 -1.79
C 1.44 -2.83 -1.12
C 1.88 -1.13 -3.78
C -0.88 0.12 -4.61
C -3.06 -0.75 -2.43
C -1.60 -2.56 -0.29
Nd 0.04 0.61 -1.00
H 2.75 -1.50 -3.21
H 1.79 -1.77 -4.68
H 2.12 -0.12 -4.13
H 2.45 -2.64 -1.52
H 1.48 -2.65 -0.04
H 1.22 -3.89 -1.28
H -2.40 -1.94 0.14
H -2.05 -3.52 -0.59
H -0.88 -2.77 0.51
H -3.28 0.09 -3.10
H -3.64 -1.61 -2.80
H -3.44 -0.50 -1.43
H -0.16 0.95 -4.76
H -0.78 -0.54 -5.49
H -1.89 0.55 -4.63
C 0.78 2.33 5.45
C -0.21 1.75 4.47
N 0.48 1.30 3.24
C 0.41 0.08 2.71
S 1.33 -0.25 1.27
N -0.30 -0.90 3.36
C 0.21 -1.41 4.66
C -0.90 -2.12 5.41
H 1.60 1.63 5.66
H 0.28 2.55 6.40
H 1.22 3.26 5.07
H -0.77 0.90 4.88
H -0.94 2.51 4.17
H 1.05 1.96 2.73
H -0.51 -1.68 2.74
H 1.04 -2.12 4.46
H 0.62 -0.57 5.24
H -1.22 -3.02 4.89
H -0.53 -2.41 6.40
H -1.76 -1.46 5.56

***

# 10
A molecular structure, C42H33N4O4PV at a distorted geometry. Source: the OMol25 dataset; level of theory: wB97M-V/def2-TZVPD.

Properties
**Energy above the lowest of the compared OMol25 structures with the same formula, charge and spin**: 0.0000 eV
**Kohn-Sham gap (spin up / spin down)**: 5.201 / 4.085 eV
**Spin multiplicity**: 2
**Expectation value of S²**: 0.80

Atoms and positions in Å:
V 0.03 1.21 0.50
C -1.78 0.51 3.43
C -0.33 0.84 3.60
C 0.15 0.95 4.90
C 1.48 1.25 5.13
C 2.30 1.45 4.04
C 1.77 1.34 2.76
N 0.47 1.02 2.53
C 2.57 1.58 1.58
C 3.92 1.91 1.59
C 4.57 2.15 0.38
C 3.85 2.07 -0.80
C 2.51 1.74 -0.76
N 1.88 1.45 0.41
C 1.64 1.74 -1.93
C 2.15 1.89 -3.22
C 1.29 2.05 -4.28
C -0.07 2.04 -4.02
C -0.54 1.81 -2.73
C -2.02 1.75 -2.53
N 0.30 1.63 -1.69
H -2.24 0.32 4.40
H -1.91 -0.37 2.80
H -2.31 1.34 2.97
H -0.53 0.81 5.73
H 1.86 1.33 6.14
H 3.34 1.70 4.19
H 4.45 2.01 2.52
H 5.62 2.42 0.37
H 4.33 2.30 -1.74
H 3.22 1.90 -3.37
H 1.66 2.17 -5.28
H -0.78 2.19 -4.82
H -2.53 1.79 -3.49
H -2.34 2.60 -1.93
H -2.31 0.84 -2.02
O -6.44 3.65 0.28
C -6.22 2.43 0.23
O -6.95 1.43 0.07
C -4.69 2.06 0.37
C -4.29 0.73 0.40
C -2.95 0.43 0.47
N -1.99 1.37 0.53
C -2.39 2.66 0.53
C -3.72 3.04 0.44
C -1.25 3.66 0.63
O -1.46 4.85 0.55
O -0.11 3.07 0.80
H -5.04 -0.05 0.36
H -2.61 -0.60 0.48
H -3.98 4.09 0.42
C -0.43 -5.46 1.60
C 0.19 -5.26 0.37
C 0.34 -3.97 -0.12
C -0.10 -2.88 0.62
C -0.71 -3.09 1.85
C -0.87 -4.38 2.34
P 0.17 -1.20 -0.12
C 1.99 -1.49 -0.27
C 2.60 -1.63 0.98
C 3.96 -1.84 1.08
C 4.74 -1.91 -0.07
C 4.13 -1.78 -1.31
C 2.76 -1.56 -1.41
C -0.69 -1.57 -1.71
C -0.22 -1.27 -2.99
C -1.03 -1.48 -4.10
C -2.32 -1.97 -3.95
C -2.79 -2.28 -2.68
C -1.98 -2.08 -1.58
H -0.56 -6.47 1.98
H 0.54 -6.10 -0.22
H 0.81 -3.82 -1.08
H -1.06 -2.25 2.44
H -1.34 -4.54 3.30
H 1.99 -1.59 1.88
H 4.42 -1.97 2.05
H 5.81 -2.07 -0.01
H 4.73 -1.85 -2.21
H 2.32 -1.48 -2.40
H 0.77 -0.88 -3.14
H -0.66 -1.25 -5.09
H -2.95 -2.12 -4.82
H -3.79 -2.67 -2.55
H -2.35 -2.36 -0.60

***

Q: The highest spin multiplicity belongs to which entry?
A: C18H35N2NdS